# C36H37NP2W

C36H37NP2W as an isolated structure at a distorted geometry (ωB97M-V/def2-TZVPD, the Open Molecules 2025 dataset).

Computed properties:
Maximum force (eV/A): 9.84
Frontier orbital gap (alpha / beta) (Ha): 0.245 / 0.235
DFT total energy (eV): -59802.943
Multiplicity: 3
LUMO (alpha / beta) (eV): -7.54 / -8.11
Energy relative to the best compared isomer or geometry (same formula, charge and spin) (kJ/mol): 0.0
Charge: +2

```
77
Properties=species:S:1:pos:R:3:forces:R:3:lowdin_charge:R:1
W 0.481033 0.612625 0.113569 8.3 0.7 5.2 1.16
C 3.433416 1.466291 0.369383 -1.5 -0.4 -1.9 -0.08
C 2.931300 0.696938 -0.687804 0.4 0.6 1.1 -0.21
C 3.407934 -0.703240 -0.962091 0.5 -0.3 -0.4 -0.19
C 2.887107 -1.800864 -0.037578 0.6 -1.2 0.5 -0.18
C 2.287805 -1.442326 1.299941 -0.7 -0.2 -0.3 -0.15
C 2.833825 -0.770785 2.349656 -1.7 0.1 -0.9 -0.08
C 4.162322 -0.176382 2.314775 1.1 0.4 0.6 -0.13
C 4.461352 1.000817 1.303364 0.9 0.4 1.2 -0.13
C 0.077887 2.593916 -0.171845 -0.8 0.7 -1.3 -0.28
H 3.098779 2.517343 0.427085 0.4 -0.6 -0.1 0.12
H 2.617353 1.244268 -1.566962 -0.4 0.4 -0.1 0.10
H 4.516867 -0.731554 -0.995776 -0.5 0.2 0.2 0.14
H 3.098401 -0.999148 -1.966347 0.2 0.3 0.1 0.08
H 2.192308 -2.487424 -0.585388 0.4 0.7 0.5 0.12
H 3.730036 -2.461746 0.216880 0.0 0.0 -0.2 0.13
H 1.435929 -2.079858 1.521177 0.2 0.4 0.2 0.05
H 2.204006 -0.629811 3.244491 0.6 -0.3 -0.4 0.10
H 4.873957 -1.005014 2.119773 -0.2 0.4 0.1 0.14
H 4.374306 0.213836 3.323291 0.1 -0.2 -0.5 0.13
H 4.742780 1.879538 1.928945 0.0 -0.7 -0.5 0.13
H 5.359775 0.692185 0.714142 -0.7 0.3 0.2 0.15
H 0.930801 3.295234 -0.174179 -0.5 -0.3 0.1 0.06
H -0.501470 2.567610 0.744791 -0.5 1.3 0.1 0.00
H -0.526518 2.586499 -1.091924 0.2 1.7 1.0 -0.04
P -0.382947 0.473702 -1.921166 -3.2 -0.7 -4.2 0.88
P -1.047336 -0.273744 1.581224 -2.0 -1.9 1.5 0.97
C -0.328179 -1.154211 -1.155642 -0.3 -1.0 0.9 -0.29
C -0.439146 -1.393790 0.240152 -2.0 -0.9 -1.6 -0.35
C -2.078738 0.656715 -2.567688 -1.0 0.5 -0.1 -0.36
C -2.732934 -0.404486 -3.224122 -0.1 -0.1 0.1 -0.07
C -4.050821 -0.276247 -3.698965 0.3 -0.2 -0.1 -0.05
C -4.740016 0.928847 -3.539545 0.2 0.2 0.2 -0.05
C -4.066879 2.015428 -2.959986 0.0 -0.2 -0.2 -0.05
C -2.741629 1.886084 -2.523624 -0.4 0.1 0.2 -0.10
C 0.528852 0.669096 -3.466897 0.5 -0.7 -0.4 -0.33
C 1.457318 -0.331725 -3.744777 0.8 0.1 -0.3 -0.12
C 2.367456 -0.187949 -4.796945 -0.4 0.6 -0.2 -0.04
C 2.309171 0.946169 -5.631951 -0.1 -0.5 0.8 -0.03
C 1.283391 1.878773 -5.429634 0.2 -0.2 -0.2 -0.05
C 0.359947 1.723218 -4.394029 0.1 0.0 0.3 -0.05
C -2.831254 -0.484023 1.727876 -0.8 0.4 -0.8 -0.33
C -3.662643 0.003461 0.697807 -0.2 0.1 0.1 -0.07
C -5.055259 -0.062551 0.822838 0.2 -0.4 0.4 -0.04
C -5.612549 -0.650120 1.983058 0.3 0.3 -0.3 -0.03
C -4.782357 -1.172359 2.988888 -0.2 0.2 -0.6 -0.04
C -3.398165 -1.112913 2.840982 -0.1 0.0 0.0 -0.07
C -0.429631 -0.958609 3.156914 0.0 0.3 0.4 -0.39
C -0.538028 -0.050848 4.233406 0.4 -0.2 -0.4 -0.10
C 0.095056 -0.327367 5.442445 -0.2 -0.2 -0.1 -0.04
C 0.796186 -1.532205 5.589288 0.0 0.3 -0.2 -0.04
C 0.832716 -2.465390 4.548265 -0.5 -0.1 0.1 -0.06
C 0.141798 -2.223977 3.358551 0.0 0.4 0.0 -0.11
H -0.221026 -1.982179 -1.861885 0.7 -0.1 0.6 0.11
H -0.348882 -2.401334 0.641644 0.3 0.0 -0.5 0.10
H -2.203940 -1.337915 -3.385282 -0.1 -0.1 0.1 0.11
H -4.547435 -1.120347 -4.211196 0.5 0.5 0.4 0.13
H -5.788605 1.030560 -3.870328 0.8 -0.1 0.2 0.13
H -4.578768 2.973549 -2.855290 0.2 -0.3 -0.1 0.12
H -2.226323 2.755788 -2.133667 -0.2 0.1 0.1 0.10
H 1.482263 -1.234754 -3.133117 0.2 0.3 -0.1 0.09
H 3.118093 -0.947807 -4.951873 0.0 -0.1 -0.1 0.12
H 3.052007 1.071488 -6.426404 -0.4 0.0 0.3 0.13
H 1.224239 2.731186 -6.114055 -0.2 -0.3 0.3 0.13
H -0.491807 2.402190 -4.348037 0.3 0.0 0.3 0.12
H -3.205063 0.406622 -0.210431 -0.3 0.1 0.3 0.08
H -5.702659 0.316008 0.018706 0.4 -0.2 0.5 0.12
H -6.702811 -0.691368 2.085477 0.5 0.0 0.0 0.12
H -5.216526 -1.634351 3.875065 0.1 0.1 -0.3 0.12
H -2.757440 -1.592582 3.564773 -0.1 0.2 0.2 0.10
H -1.110761 0.868479 4.092173 0.4 -0.1 0.1 0.12
H 0.051398 0.415184 6.243834 0.0 -0.4 -0.2 0.13
H 1.308107 -1.738525 6.528325 -0.1 0.0 -0.3 0.12
H 1.374729 -3.402152 4.662851 -0.2 0.1 0.1 0.12
H 0.049386 -3.010898 2.602164 0.3 0.3 0.3 0.11
N 1.734429 2.275986 3.098119 -0.8 -1.5 -2.0 0.07
C 1.342720 1.649247 2.180338 0.1 0.9 0.3 -0.33
```
Positions in Å, forces in eV/Å.